{
  "formula": "C34H32F3N3O2S",
  "method": "the ωB97M-V functional and the def2-TZVPD basis",
  "orbital_gap_ev": 4.48,
  "molar_mass_g_mol": 603.71,
  "e_tot_ha": -2327.21507,
  "e_lumo_ev": -1.95,
  "homo_ev": -6.42,
  "species": ["F", "C", "F", "F", "S", "C", "C", "C", "C", "C", "C", "N", "C", "C", "O", "O", "H", "H", "H", "H", "H", "C", "N", "C", "C", "C", "C", "C", "C", "C", "C", "C", "C", "C", "C", "C", "C", "C", "C", "C", "C", "N", "C", "C", "C", "C", "C", "C", "H", "H", "H", "H", "H", "H", "H", "H", "H", "H", "H", "H", "H", "H", "H", "H", "H", "H", "H", "H", "H", "H", "H", "H", "H", "H", "H"],
  "positions_angstrom": [[5.356, 1.156, 3.699], [4.216, 0.459, 3.855], [4.342, -0.716, 3.168], [4.052, 0.162, 5.154], [2.743, 1.450, 3.225], [1.568, 0.257, 2.792], [0.198, 0.434, 3.109], [-0.677, -0.694, 3.095], [-2.031, -0.547, 3.324], [-2.587, 0.724, 3.533], [-4.005, 0.853, 3.739], [-5.165, 0.926, 3.886], [-1.751, 1.848, 3.560], [-0.386, 1.718, 3.370], [2.329, 2.245, 4.361], [3.208, 2.131, 2.029], [1.965, -0.739, 2.601], [-0.241, -1.678, 2.899], [-2.687, -1.418, 3.353], [-2.176, 2.835, 3.753], [0.248, 2.601, 3.418], [-4.760, -4.576, -2.663], [-3.336, -4.783, -2.532], [-2.872, -6.140, -2.730], [-2.495, -3.762, -2.218], [-1.092, -3.976, -2.116], [-0.257, -2.953, -1.699], [-0.762, -1.664, -1.388], [0.101, -0.605, -0.885], [1.331, -0.915, -0.262], [2.341, 0.001, -0.021], [3.748, -0.312, -0.006], [4.700, 0.732, 0.117], [6.055, 0.469, 0.187], [6.512, -0.855, 0.151], [5.592, -1.900, -0.011], [4.231, -1.635, -0.129], [-0.305, 0.787, -1.082], [-0.157, 1.751, -0.065], [-0.624, 3.045, -0.223], [-1.133, 3.472, -1.478], [-1.600, 4.740, -1.648], [-1.893, 5.291, -2.954], [-1.826, 5.634, -0.533], [-1.178, 2.535, -2.548], [-0.849, 1.211, -2.321], [-2.158, -1.451, -1.552], [-3.009, -2.464, -1.952], [-4.980, -3.709, -3.299], [-5.184, -5.473, -3.120], [-5.240, -4.412, -1.687], [-2.109, -6.408, -1.990], [-3.736, -6.801, -2.619], [-2.445, -6.285, -3.734], [-0.674, -4.951, -2.374], [0.817, -3.131, -1.648], [1.495, -1.961, 0.014], [2.113, 1.063, -0.019], [4.342, 1.756, 0.151], [6.755, 1.303, 0.262], [7.576, -1.064, 0.255], [5.946, -2.932, -0.055], [3.515, -2.441, -0.301], [0.309, 1.458, 0.879], [-0.581, 3.739, 0.619], [-1.208, 4.891, -3.709], [-2.922, 5.074, -3.275], [-1.771, 6.378, -2.900], [-2.165, 5.089, 0.354], [-0.915, 6.191, -0.267], [-2.597, 6.357, -0.821], [-1.519, 2.843, -3.537], [-0.979, 0.480, -3.121], [-2.590, -0.469, -1.354], [-4.078, -2.270, -2.066]],
  "atomic_forces_ev_per_a": [[-0.6, -0.4, 0.1], [0.1, -0.5, -0.1], [0.0, 0.9, 0.4], [0.2, 0.2, -0.8], [-1.1, -0.4, -0.3], [1.0, 0.0, 0.3], [-0.5, 0.3, 0.2], [0.2, 0.3, -0.1], [0.0, 0.0, -0.1], [-0.2, -0.1, 0.1], [-2.0, 0.1, 0.2], [2.3, -0.1, -0.3], [0.4, 0.0, 0.1], [-0.3, -0.4, 0.0], [0.4, -0.1, -0.4], [0.3, 0.1, 0.7], [0.0, 0.3, 0.2], [-0.2, 0.3, 0.2], [0.2, 0.2, -0.1], [0.1, -0.3, -0.1], [-0.2, -0.2, 0.0], [-0.2, 0.2, 0.0], [0.0, 0.0, -0.1], [0.2, -0.1, -0.1], [0.0, 0.0, 0.2], [0.1, 0.2, 0.1], [-0.5, 0.1, -0.1], [-0.2, -0.2, 0.0], [0.3, 0.4, 0.4], [-0.5, -0.3, 0.0], [-0.3, 0.3, -0.4], [1.0, -0.4, 0.5], [-0.6, -0.1, -0.3], [0.2, -0.3, -0.1], [-0.4, 0.2, 0.1], [0.0, 0.0, -0.1], [0.0, 0.3, 0.3], [-0.2, 0.3, -0.3], [-0.2, 0.0, -0.1], [0.1, -0.2, -0.2], [-0.1, -0.2, 0.0], [0.0, 0.1, -0.1], [-0.1, -0.1, -0.1], [0.2, 0.1, 0.2], [0.0, -0.1, 0.3], [0.2, 0.0, 0.3], [0.1, -0.2, -0.1], [0.3, -0.1, -0.1], [0.0, -0.2, 0.0], [-0.1, 0.3, 0.1], [0.0, 0.0, -0.2], [-0.2, 0.0, -0.1], [0.4, 0.0, 0.0], [0.0, 0.0, 0.2], [-0.1, 0.4, 0.1], [-0.3, 0.0, 0.0], [0.1, 0.3, -0.4], [0.1, -0.2, -0.3], [0.1, -0.2, 0.1], [-0.2, -0.3, 0.0], [-0.3, 0.0, -0.1], [-0.1, 0.3, 0.0], [0.4, 0.1, 0.1], [-0.3, 0.1, -0.2], [0.1, -0.3, -0.3], [-0.1, 0.2, 0.1], [0.1, 0.0, 0.0], [0.0, -0.2, -0.1], [0.0, 0.1, -0.2], [-0.1, 0.0, 0.0], [0.1, -0.2, 0.2], [0.0, -0.2, 0.4], [0.1, 0.2, 0.2], [0.2, -0.3, 0.1], [0.5, 0.0, 0.2]]
}